83
Properties=species:S:1:pos:R:3:forces:R:3:mulliken_charge:R:1 method="wB97M-V/def2-TZVPD" e_homo_ev="-1.80 / -2.02" de_lowest_kj_mol=235.5 e_lumo_ev="2.05 / 2.05" orbital_gap_ev="3.85 / 4.07" total_charge=-1 multiplicity=1
Mg -0.9250 1.2897 0.5323 0.1 0.4 -0.1 0.567
C -5.1601 0.2348 -0.2548 0.0 0.0 0.0 -0.889
C -5.5118 -0.4036 0.9619 0.0 0.0 0.0 -0.597
C -4.5733 -0.5296 1.9410 0.0 0.0 0.1 -0.772
C -3.2578 -0.0366 1.7528 -0.1 0.0 0.1 0.128
N -2.9287 0.5889 0.5634 0.1 -0.1 0.0 0.559
C -3.8743 0.6976 -0.3742 0.0 0.1 -0.2 0.200
C -2.2077 -0.1893 2.7032 -0.1 0.0 0.1 0.334
C -2.3355 -0.8180 3.9607 0.0 0.0 0.0 -0.708
C -1.2240 -0.8825 4.7778 -0.1 -0.1 0.1 -1.084
C 0.0020 -0.3474 4.3898 0.0 0.0 -0.1 -0.992
C 0.0908 0.2502 3.1207 0.1 0.0 0.0 0.571
N -0.9977 0.3019 2.3178 0.1 0.0 -0.1 1.327
C 1.2982 0.8087 2.5853 0.0 0.0 0.0 -0.205
C 2.5232 0.8683 3.2543 -0.1 -0.1 0.1 -0.534
C 3.6118 1.5581 2.7196 0.1 0.0 0.0 -0.619
C 3.5419 2.1352 1.4767 0.1 0.1 -0.1 -1.567
C 2.3718 1.8695 0.6426 -0.1 0.0 0.0 -0.543
N 1.1786 1.2897 1.2515 0.0 -0.1 0.1 0.409
H -5.8672 0.3611 -1.0619 0.0 0.0 0.0 0.398
H -6.5118 -0.7926 1.1102 0.0 0.0 0.0 0.393
H -4.8232 -1.0248 2.8693 0.0 0.0 0.0 0.298
H -3.5600 1.2020 -1.2841 0.0 0.0 0.0 -0.052
H -3.2837 -1.2212 4.2835 0.0 0.0 0.0 0.344
H -1.3090 -1.3497 5.7539 0.0 0.0 0.0 0.380
H 0.8555 -0.3847 5.0480 0.0 0.0 0.0 0.394
H 2.6023 0.4345 4.2413 0.0 0.0 0.0 0.319
H 4.5060 1.6750 3.3215 0.0 0.0 0.0 0.396
H 4.3081 2.7931 1.0927 0.0 0.0 0.0 0.458
H 2.1373 2.6215 -0.1067 0.0 0.0 0.0 0.577
N 2.0208 0.5245 0.1781 0.0 -0.1 -0.2 0.313
C 2.7396 -0.6058 0.5718 0.1 0.0 0.0 -0.229
C 2.0772 -1.7067 1.1235 0.1 0.0 0.0 1.231
C 2.7812 -2.8685 1.3882 0.1 0.0 0.1 -0.514
C 4.1359 -2.9698 1.0956 0.0 0.0 0.0 -0.861
C 4.7851 -1.8848 0.5246 0.1 0.0 0.0 -0.652
C 4.0997 -0.7084 0.2705 0.0 0.0 0.0 -0.433
H 1.0174 -1.6345 1.3370 0.0 0.0 0.0 -0.132
H 2.2687 -3.7148 1.8280 0.3 0.3 -0.1 0.288
H 4.6751 -3.8851 1.3024 0.0 0.0 0.0 0.398
H 5.8400 -1.9481 0.2832 0.0 0.0 0.0 0.355
H 4.6079 0.1455 -0.1555 0.0 0.0 0.0 0.418
C -0.8390 -0.6529 -5.6474 0.0 0.0 0.0 -1.088
C 0.3423 -0.0455 -4.9022 0.1 0.0 0.0 -0.775
N -0.0474 0.8293 -3.8124 0.0 0.1 0.1 0.353
C -0.4489 2.1887 -4.1544 0.1 0.0 0.0 -1.160
C -1.9571 2.4075 -4.1529 0.0 0.1 0.0 -0.211
C -0.1104 0.3924 -2.5210 0.2 -0.1 0.2 0.774
C 0.2407 -1.0371 -2.2319 0.0 0.0 0.0 -0.756
N -0.3996 1.1460 -1.5195 -0.3 0.2 -0.2 0.230
H -0.4899 -1.3448 -6.4151 0.0 0.0 0.0 0.412
H -1.4381 0.1171 -6.1346 0.0 0.0 0.0 0.288
H -1.4878 -1.1987 -4.9621 0.0 0.0 0.0 0.259
H 0.9586 0.5389 -5.5926 0.0 0.0 0.0 0.398
H 0.9875 -0.8318 -4.5134 0.0 0.0 0.0 0.389
H -0.0364 2.3980 -5.1434 0.0 0.0 0.0 0.420
H 0.0315 2.8971 -3.4705 0.0 -0.1 0.0 0.475
H -2.4434 1.8018 -4.9178 0.0 0.0 0.0 0.284
H -2.1834 3.4574 -4.3369 0.0 0.0 0.0 0.375
H -2.3861 2.1579 -3.1853 0.0 0.0 0.1 -0.276
H 1.3213 -1.1705 -2.3141 0.0 0.0 0.0 0.283
H -0.2567 -1.7406 -2.8988 0.0 0.0 0.0 0.563
H -0.0500 -1.2624 -1.2102 0.0 0.0 0.0 -0.903
H -0.5567 2.1192 -1.7687 -0.1 0.1 -0.1 -0.347
C 0.2030 7.0903 -0.0570 0.0 0.0 0.0 -0.770
O -0.6778 6.0143 -0.3456 0.1 0.0 -0.1 -0.273
C -0.5521 4.8650 0.3530 -0.2 0.0 0.1 0.258
S 0.5491 4.6900 1.5779 0.1 0.0 0.0 -0.326
S -1.7199 3.7097 -0.1530 0.1 -0.1 0.0 -0.502
H 0.0363 7.8150 -0.8532 0.0 0.0 0.0 0.227
H 1.2399 6.7550 -0.0398 0.0 0.0 0.0 0.331
H -0.0328 7.5316 0.9131 0.0 0.0 0.0 0.322
S -1.9345 -2.6078 0.2814 -0.3 0.1 -0.3 -0.242
C -0.9108 -3.8612 0.4973 0.4 -0.4 0.1 0.267
N -0.3197 -4.0164 1.7511 0.1 -0.2 0.1 0.057
C 0.5476 -4.9983 2.0745 -0.4 0.0 -0.1 -0.302
C 0.8912 -5.9198 1.1385 -0.3 0.1 -0.1 -0.564
C 0.2873 -5.7377 -0.1361 0.0 0.0 0.1 0.010
N -0.5510 -4.7919 -0.4563 0.1 -0.1 0.1 -0.560
H -0.5853 -3.3049 2.4239 0.0 0.0 0.1 0.080
H 0.9344 -4.9868 3.0840 0.0 0.0 0.0 0.516
H 1.5828 -6.7195 1.3447 0.0 0.0 0.0 0.406
H 0.5359 -6.4371 -0.9305 0.0 0.0 0.0 0.403

45
Properties=species:S:1:pos:R:3:forces:R:3:mulliken_charge:R:1 method="wB97M-V/def2-TZVPD" e_homo_ev=-8.88 de_lowest_kj_mol=1581.2 e_lumo_ev=-0.42 orbital_gap_ev=8.46 total_charge=0 multiplicity=1
O -1.9190 -1.7031 -0.2608 -3.7 -14.0 0.6 -0.511
H -1.7804 -2.0468 -1.1464 -0.4 -0.4 -0.6 0.412
H -2.8227 -1.7035 0.0630 -0.4 -0.6 -0.3 0.393
H -1.5951 -0.8020 -0.1924 1.0 1.4 0.5 0.604
C 0.1230 -0.4953 1.4106 -0.1 0.8 -2.7 -1.002
C -0.2474 0.4071 0.2211 2.6 2.1 3.3 2.109
C 0.8540 0.5140 -0.7647 0.8 -1.3 -1.0 -1.923
O -1.5265 0.1512 -0.2971 5.6 7.8 3.1 -1.137
H 1.0443 -0.0725 1.8112 0.0 -0.4 0.1 0.502
H 0.2584 -1.4996 1.0093 -0.5 0.5 0.3 0.576
H -0.6182 -0.5556 2.2075 0.5 0.7 -1.4 -0.958
H -0.1609 1.4095 0.6404 -1.0 0.5 0.2 0.776
H 0.9490 -0.4415 -1.2806 1.3 -0.2 1.0 1.064
H 1.8602 0.7529 -0.4204 -0.9 0.2 0.2 -0.575
H 0.5341 1.1222 -1.6108 0.7 0.9 1.8 -0.291
O 3.0664 1.4997 1.3349 -0.1 0.4 0.5 -0.602
H 2.6341 1.4875 2.1888 0.0 0.2 0.4 0.307
H 2.4515 1.9569 0.7612 -0.1 0.5 -0.1 0.418
O 1.6923 -3.0711 0.7912 0.3 -0.6 -0.8 -0.675
H 1.4040 -2.1599 0.8451 0.9 -0.4 0.0 0.374
H 1.8673 -3.3215 1.6983 -0.1 0.0 0.2 0.287
O -2.0655 1.1537 -2.1098 -8.7 2.1 -1.6 -0.603
H -1.7495 0.8059 -1.2759 -0.8 -0.1 1.5 0.651
H -2.9685 1.4176 -1.9330 -0.3 0.4 -0.3 0.328
O 1.0234 0.5215 -3.2244 6.6 -2.5 -3.8 -0.489
H 0.5712 -0.2342 -2.8494 -0.8 -1.0 -0.2 0.161
H 1.6151 0.1476 -3.8773 0.3 0.4 -0.5 0.274
O 0.3509 -2.2991 2.9581 0.1 -1.2 1.5 -0.670
H 0.0696 -2.4886 3.8532 0.1 -0.3 0.4 0.253
H 0.0174 -1.4192 2.7829 0.5 -0.9 1.1 0.371
O -2.5910 1.5754 0.9258 -2.0 2.7 2.0 -0.800
H -2.1600 2.4274 0.8583 -0.2 0.5 0.0 0.364
H -1.9070 0.9425 0.7072 -1.0 0.4 0.3 -0.084
O -0.3497 2.1613 -2.8424 1.0 4.8 -0.4 -0.980
H 0.2139 1.4238 -3.0763 0.0 1.4 -1.4 0.611
H -1.0367 1.7753 -2.2989 0.7 2.7 -0.8 0.575
O -0.7085 -0.4726 -2.3606 0.0 -6.3 -0.8 -1.019
H -0.5617 -0.3885 -1.4184 -0.3 -0.6 -1.5 0.105
H -1.2058 0.3104 -2.5968 -0.8 -0.6 -1.6 0.515
O -1.7066 0.5739 3.3793 0.0 -0.2 1.2 -0.647
H -1.6977 1.4379 2.9675 -0.4 0.2 -0.3 0.331
H -1.7082 -0.0414 2.6460 -1.2 0.6 0.3 0.393
O 3.7161 -0.5674 -0.0035 0.3 -1.1 -0.4 -0.647
H 3.0586 -0.1712 0.5683 0.4 0.1 0.2 0.528
H 3.7117 -0.0206 -0.7892 0.1 0.1 -0.2 0.335

101
Properties=species:S:1:pos:R:3:forces:R:3:mulliken_charge:R:1 method="wB97M-V/def2-TZVPD" e_homo_ev=-3.99 e_lumo_ev=1.56 orbital_gap_ev=5.56 total_charge=-1 multiplicity=1
C -2.4206 -2.9656 -4.0276 -0.1 -0.2 -0.2 -0.775
C -2.0707 -3.7361 -5.3929 0.6 -0.5 0.1 -0.403
C -0.5847 -3.4112 -5.9387 -0.5 1.2 -1.7 0.550
O -0.4862 -2.6582 -6.9417 0.3 -2.4 3.3 -0.584
O 0.4861 -4.0162 -5.2505 -2.0 2.0 -1.3 -0.267
C 1.7762 -3.4590 -5.6350 2.7 -0.4 -1.2 -0.384
C 2.9474 -3.8127 -4.5888 -0.7 -1.3 -1.0 -1.147
P 2.7716 -2.9095 -2.8944 -0.8 -0.9 -2.3 1.274
S 2.3021 -1.9989 -0.9652 0.5 1.3 1.6 -0.341
C 4.5984 -3.2238 -2.4303 1.7 0.2 0.6 -0.871
C 4.8755 -4.5716 -1.6024 2.0 1.2 -0.8 -0.600
O 3.9863 -4.8083 -0.4751 1.8 1.3 1.6 -0.279
C 4.4346 -4.1766 0.7016 -3.7 1.0 2.4 0.245
O 3.6344 -3.9097 1.6454 3.2 -1.6 -3.7 -0.508
C 3.1699 -1.1794 -3.6939 1.2 3.8 -1.6 -0.176
C 2.2948 0.0734 -3.4638 0.8 1.8 -1.2 -0.403
C 2.5582 1.5046 -4.0271 3.6 -5.0 -1.3 -0.501
C 3.9018 1.5302 -4.9193 -2.3 -3.5 1.9 -0.439
C 4.6126 0.1770 -5.0706 -1.0 1.9 0.1 -0.286
N 4.3226 -1.1041 -4.5279 -2.5 3.5 0.9 -0.228
H -1.4758 -2.8612 -3.3887 -1.5 -0.2 -0.8 0.159
H -3.2227 -3.5893 -3.4839 1.3 1.1 -0.6 0.269
H -2.8513 -1.9135 -4.2354 0.8 -1.7 0.3 0.258
H -2.1383 -4.8742 -5.2514 0.2 1.6 0.0 0.260
H -2.8334 -3.4594 -6.2050 1.4 -0.3 1.1 0.250
H 1.7724 -2.3365 -5.8407 -0.5 -1.5 0.5 0.246
H 2.0666 -3.9805 -6.6296 -0.6 1.0 1.4 0.377
H 2.8472 -4.9503 -4.3769 0.2 1.7 -0.2 0.261
H 3.9725 -3.6759 -5.0724 -1.5 0.1 0.3 0.376
H 1.3765 -2.6435 -3.2657 0.1 0.3 0.2 -0.567
H 2.3079 -4.1648 -2.3447 0.3 0.0 0.4 0.211
H 3.2881 -1.0268 -0.8126 -0.8 -0.8 -0.2 0.109
H 5.2869 -3.2734 -3.3608 -1.2 0.0 1.4 0.359
H 4.9576 -2.2820 -1.8577 -0.4 -1.7 -0.7 0.417
H 4.9412 -5.4452 -2.3404 -0.7 0.9 1.4 0.300
H 5.9432 -4.4659 -1.1574 -1.5 -0.3 -0.8 0.297
H 5.5161 -3.8283 0.8564 -1.1 -0.8 -1.1 0.290
H 1.3573 -0.0636 -2.8116 1.7 0.1 -1.1 0.351
H 1.9057 2.4108 -3.8320 0.9 -1.5 -0.3 0.460
H 4.2880 2.4919 -5.4030 -0.5 -1.8 0.8 0.246
H 5.5500 0.2107 -5.7467 -1.6 -0.2 1.2 0.207
C -0.7385 -0.2740 2.3510 0.2 0.1 -0.1 -0.072
C -2.2522 -0.4897 2.3262 0.1 -0.1 0.2 -0.505
C -2.8730 0.6987 1.5909 -0.3 -0.1 0.1 -0.837
S -1.6261 1.2865 0.4500 0.2 -0.8 0.1 1.237
O -1.2199 2.6169 0.8564 -0.1 0.3 -0.3 -0.700
O -2.0400 0.9873 -0.9041 0.0 0.6 0.1 -0.682
C -0.3549 0.1335 0.9342 0.3 -0.4 0.1 -0.773
H -0.2058 -1.1736 2.6671 0.0 0.1 -0.1 0.538
H -0.4925 0.5288 3.0510 0.0 -0.4 -0.5 -0.192
H -2.4793 -1.4164 1.7875 0.0 0.1 0.0 0.437
H -2.6619 -0.5873 3.3316 0.1 0.1 -0.2 0.132
H -3.7624 0.4083 1.0341 0.2 0.3 -0.1 0.468
H -3.1132 1.5124 2.2771 0.1 0.0 -0.1 0.311
H 0.6231 0.6101 0.8738 -0.1 0.0 -0.2 0.508
H -0.3999 -0.7195 0.2532 0.1 0.2 -0.1 0.207
C -1.3556 4.1579 6.1499 -0.2 0.1 0.0 -0.577
C -1.4541 3.4095 7.4812 0.0 0.2 0.2 -0.578
C -1.3863 1.9126 7.1719 -0.3 0.0 0.6 -0.696
S -0.4394 1.7566 5.6612 0.4 0.0 0.0 1.138
O -1.3070 1.2462 4.6250 0.0 0.3 0.9 -0.600
O 0.8398 1.1560 5.9607 -0.4 -0.1 -0.3 -0.797
C -0.2072 3.5048 5.3924 0.0 0.5 -0.1 -0.685
H -1.1828 5.2261 6.2970 0.0 -0.1 0.0 0.361
H -2.2891 4.0399 5.5900 0.1 0.0 0.0 0.287
H -0.6117 3.6922 8.1211 -0.1 0.0 -0.1 0.289
H -2.3718 3.6597 8.0186 0.1 0.0 0.0 0.322
H -0.8891 1.3587 7.9688 0.0 -0.1 -0.2 0.326
H -2.3790 1.4957 6.9928 0.1 0.0 -0.1 0.353
H -0.2183 3.7216 4.3241 0.0 -0.2 0.0 0.351
H 0.7572 3.7832 5.8231 0.0 -0.1 0.0 0.366
C -8.0614 -1.3825 3.8044 -0.1 0.1 -0.1 -0.548
C -7.6866 -2.7156 3.1536 -0.2 -0.1 0.1 -0.605
C -6.2791 -2.5634 2.5733 -0.3 -0.4 -0.3 -0.739
S -5.4553 -1.3313 3.5757 0.2 -0.1 0.2 1.270
O -5.1901 -0.1720 2.7540 -0.2 -0.4 0.4 -0.594
O -4.4269 -1.9692 4.3650 -0.1 0.4 -0.2 -0.708
C -6.8493 -0.9702 4.6294 -0.4 0.1 0.2 -0.799
H -8.9566 -1.4709 4.4235 0.1 0.0 -0.1 0.350
H -8.2585 -0.6354 3.0286 0.0 0.0 0.1 0.281
H -7.6889 -3.5047 3.9127 0.0 0.1 -0.1 0.283
H -8.4025 -3.0032 2.3803 0.1 0.0 0.1 0.324
H -5.7209 -3.4990 2.6197 0.1 0.2 0.0 0.393
H -6.3075 -2.1982 1.5452 0.1 0.1 0.1 0.378
H -6.8502 0.0864 4.8962 0.2 -0.1 0.0 0.389
H -6.7568 -1.5851 5.5275 0.1 0.0 -0.1 0.350
C 3.4686 6.3216 -0.8131 -0.1 0.2 0.0 -0.605
C 2.1666 5.5485 -1.0321 -0.1 0.0 0.2 -0.737
C 2.1998 4.9876 -2.4549 -0.6 0.1 0.1 -0.271
S 3.9281 4.7626 -2.8648 0.2 -0.5 0.2 1.168
O 4.2694 5.6709 -3.9370 0.0 -0.2 0.0 -0.714
O 4.2236 3.3500 -2.9283 0.3 1.0 0.0 -0.545
C 4.5781 5.4201 -1.3380 0.1 0.3 0.4 -0.770
H 3.6194 6.5719 0.2393 0.0 0.0 -0.1 0.347
H 3.4437 7.2562 -1.3833 0.1 -0.1 0.0 0.291
H 2.1063 4.7252 -0.3131 0.0 0.1 -0.1 0.285
H 1.2899 6.1818 -0.8788 0.1 -0.1 0.0 0.344
H 1.6850 4.0292 -2.5210 0.1 0.1 -0.1 0.077
H 1.7716 5.6902 -3.1720 0.1 -0.1 0.0 0.389
H 5.5099 5.9520 -1.5290 0.0 -0.1 -0.1 0.395
H 4.7555 4.5804 -0.6624 0.0 0.0 -0.1 0.368

45
Properties=species:S:1:pos:R:3:forces:R:3:lowdin_spin:R:1 method="wB97M-V/def2-TZVPD" e_homo_ev="-10.59 / -10.59" e_lumo_ev="-2.96 / -5.43" orbital_gap_ev="7.63 / 5.16" total_charge=0 multiplicity=5
O 4.3588 32.6183 20.2941 6.0 4.0 -0.3 0.962
V 2.9650 31.7705 20.3835 -5.1 -5.1 -0.5 2.992
Cl 5.4915 29.6930 18.8042 2.4 2.6 -1.0 0.005
O 4.1701 29.7922 19.2700 -5.4 -0.5 3.7 0.032
O 6.4122 30.1321 19.8048 0.3 -1.9 0.9 0.004
O 5.6725 28.4135 18.2142 0.6 -0.8 0.5 0.001
O 5.5019 30.7158 17.8472 1.0 1.6 -3.5 0.003
C 7.5412 31.0228 14.9467 0.8 0.1 1.0 0.000
C 7.3936 32.4392 15.5364 0.0 -1.9 -1.8 0.000
O 6.8463 33.0714 14.4025 -0.3 2.0 0.0 0.000
C 6.2545 32.2206 13.5390 -2.8 0.4 -0.2 0.000
O 5.3783 32.5171 12.7417 2.7 -0.6 1.4 0.000
O 6.6042 30.9782 13.8920 -0.1 -1.2 -0.4 0.000
F 8.6431 32.8877 15.7473 0.2 0.8 0.6 0.000
H 7.4743 30.2406 15.7029 -0.9 -0.1 -0.3 0.000
H 8.5611 30.9423 14.5706 0.0 0.2 -0.3 0.000
H 6.7405 32.5357 16.4038 0.3 0.3 0.1 0.000
C 3.3484 26.7958 20.3070 -0.4 0.8 -0.3 0.000
C 4.6025 26.7768 21.1905 0.1 1.3 -4.3 0.000
O 4.9334 25.4249 21.1623 2.3 0.9 0.8 0.000
C 3.8413 24.7446 20.9758 -3.7 -3.2 0.4 0.000
O 3.6381 23.5851 21.2310 1.0 1.0 -0.4 0.000
O 2.8328 25.5306 20.5340 0.0 -1.6 0.2 0.000
F 4.2990 27.2216 22.3649 -0.7 0.4 3.7 0.000
H 3.4647 26.8906 19.2274 0.5 0.5 0.2 0.000
H 2.5693 27.4701 20.6627 0.4 0.5 -0.1 0.000
H 5.3904 27.4364 20.8268 0.4 -0.7 -0.3 0.000
C 3.9158 27.4014 14.9590 0.3 -0.7 -1.3 0.000
C 3.6666 28.8396 15.2228 0.8 1.1 -0.3 0.000
O 2.4724 28.8209 15.9666 0.1 -0.5 0.9 0.000
C 2.4973 27.6306 16.6659 -2.8 0.0 2.0 0.000
O 1.8232 27.4273 17.6839 2.2 0.6 -3.1 0.000
O 3.2545 26.7384 16.0256 0.2 -0.1 0.8 0.000
F 3.5260 29.5104 14.0440 -0.5 -0.1 0.3 0.000
H 4.9516 27.0888 14.8266 -0.1 0.1 0.7 0.000
H 3.4306 27.1755 14.0095 -0.3 -0.2 0.0 0.000
H 4.4279 29.3751 15.7901 0.1 0.0 0.1 0.000
Cl 6.0561 24.8148 15.8499 0.2 -0.1 0.0 0.000
C 6.3634 24.7046 17.6104 -0.2 0.5 0.7 0.000
C 7.5937 25.5229 18.0035 -0.5 0.1 -0.5 0.000
Cl 8.9685 24.6551 17.3846 1.4 -0.4 -0.5 0.000
H 6.4883 23.6459 17.8377 -0.1 0.2 0.1 0.000
H 5.4709 25.1161 18.0817 0.0 -0.2 0.1 0.000
H 7.8284 25.6718 19.0575 -0.8 -0.2 0.1 0.000
H 7.5425 26.4985 17.5200 0.0 0.0 0.1 0.000